The following is a DFT calculation (ωB97M-V/def2-TZVPD) of a molecular structure, C15H24ClF6IrN3O13P2S3 at a distorted geometry.

Last column: Mulliken spin population.
Positions of all 68 atoms, in Å:
Ir -0.063 -0.995 -1.198  0.010
O -1.204 -4.714 -2.318  0.000
P 0.220 -4.102 -2.637  0.000
O 1.244 -5.063 -3.047  0.000
O 0.584 -3.043 -1.621  0.001
O -0.161 -3.254 -4.033  0.000
P -1.059 -1.960 -3.954  0.001
O 0.988 -0.462 -4.755  0.000
O -1.799 -1.809 -2.667  0.000
O 0.028 -0.694 -3.732  0.000
H -1.399 -4.610 -1.378  0.000
H 1.729 -0.093 -4.249  0.000
C -0.040 3.053 3.533  -0.001
C -0.465 2.990 2.083  0.011
S -0.513 1.265 1.406  0.368
C -1.912 0.578 2.386  -0.009
C -1.347 -0.497 3.303  0.018
S 0.293 -0.936 2.599  0.585
C 1.435 -0.487 3.968  -0.020
C 1.248 0.807 4.741  0.005
S 1.619 2.312 3.776  0.009
H -0.749 2.542 4.180  0.000
H 0.039 4.091 3.855  -0.001
H 0.268 3.494 1.456  0.003
H -1.447 3.442 1.940  0.018
H -2.588 0.150 1.651  0.000
H -2.420 1.375 2.924  -0.005
H -1.950 -1.406 3.292  -0.010
H -1.231 -0.157 4.326  -0.004
H 2.403 -0.479 3.472  0.003
H 1.414 -1.327 4.664  0.028
H 1.972 0.811 5.557  -0.001
H 0.251 0.908 5.164  0.000
C 3.089 -0.828 -1.652  0.002
C 2.849 -0.724 -0.141  -0.005
O 1.566 -0.486 0.224  -0.009
C 3.720 0.443 0.410  -0.001
F 3.228 1.626 0.031  0.000
F 3.764 0.468 1.751  -0.001
F 4.995 0.416 -0.003  0.000
C 3.361 -2.038 0.525  0.001
F 2.964 -2.139 1.805  0.001
F 4.706 -2.105 0.557  0.000
F 2.941 -3.130 -0.094  0.000
H 2.785 0.116 -2.100  0.000
H 2.472 -1.648 -2.019  0.000
H 4.135 -1.034 -1.871  0.000
O -2.539 -3.054 2.105  -0.001
Cl -2.109 -2.924 0.759  -0.003
O -1.420 -4.069 0.343  -0.001
O -3.220 -2.649 -0.077  0.000
O -1.257 -1.742 0.736  0.010
C -0.329 3.807 -3.156  0.000
N -1.248 2.847 -2.587  0.001
C -2.585 3.021 -2.612  -0.002
C -3.433 2.086 -2.121  0.001
C -2.867 0.884 -1.586  0.000
N -1.546 0.762 -1.533  0.002
C -0.704 1.686 -2.039  -0.004
O 0.506 1.505 -2.026  -0.001
N -3.633 -0.079 -1.099  0.000
H -0.887 4.643 -3.572  0.000
H 0.260 3.329 -3.939  0.000
H 0.357 4.158 -2.384  0.000
H -2.942 3.939 -3.058  0.000
H -4.500 2.225 -2.155  0.000
H -4.630 -0.042 -1.222  0.000
H -3.240 -0.999 -0.888  -0.001

Forces on atoms 1 to 3 (eV/Å):
Ir -2.5 -2.8 -0.7
O 0.1 -0.2 0.2
P 0.4 -0.3 -2.5

Computed properties:
Expectation value of S²: 0.76
LUMO energy (alpha / beta), eV: -2.278 / -2.993
Orbital gap (alpha / beta), eV: 5.3 / 4.6
Max |F|, eV Å⁻¹: 5.59
Multiplicity: 2

The following is a DFT calculation (ωB97M-V/def2-TZVPD) of a molecular structure, C15H24CoN6O6 at a distorted geometry.

Last column: Mulliken spin population.
Positions of all 52 atoms, in Å:
O -1.083 -0.817 -3.354  -0.023
H -0.415 -1.055 -4.102  0.106
Co 0.656 0.013 0.215  0.118
N 2.019 -1.096 -0.460  0.444
N -0.286 -1.596 -0.051  0.402
N 1.403 1.817 0.343  0.016
N -0.835 1.109 0.728  -0.012
O 3.253 -0.741 -0.435  0.400
O 2.740 1.952 0.185  -0.001
O -2.035 0.570 0.974  0.008
O -1.553 -1.746 0.160  0.363
C 0.349 -2.687 -0.567  0.133
C 1.670 -2.360 -0.887  0.214
C 0.618 2.866 0.615  0.008
C -0.715 2.426 0.974  0.002
C 2.569 -3.265 -1.608  -0.004
H 2.369 -3.285 -2.679  0.010
H 2.483 -4.300 -1.289  0.005
H 3.594 -2.961 -1.497  0.012
C -0.327 -4.002 -0.513  -0.011
H -1.300 -4.085 -1.008  0.013
H -0.529 -4.315 0.521  0.013
H 0.270 -4.816 -0.929  -0.003
C 1.044 4.296 0.647  -0.001
C -1.723 3.147 1.792  0.000
H 1.565 4.568 -0.278  0.000
H 1.730 4.462 1.489  0.000
H 0.208 5.006 0.758  0.000
H -2.521 2.486 2.154  0.000
H -2.197 3.980 1.267  0.000
H -1.247 3.599 2.674  0.000
H 2.982 1.007 -0.098  0.001
H -1.936 -0.443 0.671  -0.005
C -2.858 -0.248 -3.134  0.937
H -3.249 -1.278 -3.345  -0.020
H -2.547 0.592 -3.783  -0.028
H -3.320 0.090 -2.145  -0.029
O 0.082 0.475 -1.449  -0.023
H -0.487 -0.390 -2.642  -0.044
H -0.263 1.395 -1.528  0.005
N 4.021 2.308 4.499  0.000
C 3.150 1.550 4.293  0.000
C 2.071 0.645 3.923  0.003
C 1.208 0.051 4.853  -0.002
C 0.166 -0.737 4.356  0.003
C -0.026 -0.855 2.976  0.001
N 0.805 -0.262 2.092  -0.010
C 1.887 0.360 2.588  0.007
H 1.380 0.219 5.922  0.000
H -0.513 -1.256 5.040  0.000
H -0.848 -1.443 2.582  -0.007
H 2.609 0.726 1.882  -0.001

Forces on atoms 1 to 3 (eV/Å):
O 5.2 -1.5 -1.1
H -1.3 0.4 1.3
Co -2.8 0.3 -1.2

Computed properties:
Expectation value of S²: 3.77
LUMO energy (alpha / beta), eV: -1.070 / -1.073
Orbital gap (alpha / beta), eV: 3.9 / 7.5
Max |F|, eV Å⁻¹: 5.56
Multiplicity: 4

The following is a DFT calculation (ωB97M-V/def2-TZVPD) of a single C15H24N2O4S molecule at a distorted geometry.

Last column: Mulliken charge in e.
Positions of all 46 atoms, in Å:
C 2.044 1.966 -4.593  -1.045
C 1.323 0.635 -4.405  -0.400
O 0.065 0.779 -3.778  -0.488
C -0.001 1.029 -2.441  0.639
C -1.274 1.304 -1.939  -1.022
C -1.480 1.524 -0.595  -0.247
C -0.413 1.494 0.301  0.383
C 0.859 1.239 -0.204  -0.541
C 1.068 1.004 -1.552  -0.332
H 2.074 0.807 -1.887  0.410
H 1.713 1.241 0.456  0.529
N -0.607 1.723 1.669  -0.006
S -1.893 2.628 2.249  1.194
O -2.190 3.644 1.286  -0.622
O -1.513 3.039 3.569  -0.685
C -3.300 1.501 2.408  -0.863
H -3.902 1.558 1.512  0.354
H -2.913 0.499 2.566  0.209
H -3.863 1.832 3.271  0.437
C 0.085 0.907 2.641  -1.328
H -0.273 1.243 3.616  0.553
H 1.167 1.067 2.593  0.288
C -0.288 -0.562 2.427  0.798
O -1.417 -0.968 2.631  -0.748
N 0.703 -1.338 1.965  0.000
H 1.607 -0.935 1.774  0.390
C 0.544 -2.743 1.637  -0.010
C 1.561 -3.567 2.424  -1.599
H 1.458 -3.375 3.489  0.411
H 2.574 -3.314 2.119  0.339
H 1.402 -4.627 2.248  0.414
C 0.694 -2.955 0.126  -0.588
C -0.444 -2.316 -0.659  -0.886
H -1.394 -2.763 -0.379  0.377
H -0.297 -2.459 -1.727  0.404
H -0.499 -1.248 -0.463  -0.026
H 0.717 -4.028 -0.072  0.379
H 1.650 -2.535 -0.198  0.308
H -0.472 -3.008 1.946  0.357
H -2.470 1.745 -0.238  0.203
H -2.099 1.329 -2.632  0.431
H 1.089 0.200 -5.380  0.349
H 1.952 -0.077 -3.855  0.289
H 2.980 1.806 -5.121  0.370
H 1.422 2.642 -5.173  0.301
H 2.253 2.434 -3.634  0.320

Forces on atoms 1 to 3 (eV/Å):
C -0.3 -0.3 0.1
C 0.4 0.1 -0.2
O -0.3 0.1 0.2

Computed properties:
LUMO energy, eV: 0.538
Orbital gap, eV: 8.7
Max |F|, eV Å⁻¹: 1.11

The following is a DFT calculation (ωB97M-V/def2-TZVPD) of 2 unconnected molecules or ions with the total composition C15H24N2O6.

Last column: Mulliken charge in e.
Positions of all 47 atoms, in Å:
C 1.280 -1.011 1.796  -0.162
C 1.482 -1.207 0.629  -1.108
C 1.796 -1.203 -0.807  0.065
O 2.048 0.095 -1.304  -0.444
C 1.035 0.722 -2.067  0.683
C -0.385 0.629 -1.528  -0.770
O -0.501 1.147 -0.227  -0.370
C -1.833 1.098 0.269  -0.664
C -2.099 -0.036 1.249  -0.250
C -2.386 -1.407 0.612  -0.399
C -3.740 -1.432 -0.073  0.167
N -3.814 -1.292 -1.472  -0.423
O -4.745 -1.551 0.585  -0.563
C 1.008 0.282 -3.570  -1.140
C 2.067 -0.721 -3.987  0.719
C 1.694 -2.188 -3.995  -1.175
N 3.241 -0.398 -4.333  -0.768
H 0.820 -0.880 2.748  0.622
H 1.030 -1.740 -1.369  0.151
H 2.723 -1.771 -0.930  0.525
H 1.297 1.780 -2.049  0.392
H -0.756 -0.402 -1.624  0.008
H -0.997 1.244 -2.206  0.585
H -2.556 1.030 -0.554  0.409
H -2.038 2.056 0.752  0.472
H -3.004 0.234 1.802  0.499
H -1.305 -0.137 1.986  -0.133
H -1.571 -1.744 -0.032  0.126
H -2.461 -2.128 1.427  0.438
H -4.234 -2.104 -1.905  0.270
H -2.925 -1.064 -1.897  0.226
H 0.009 -0.082 -3.823  0.377
H 1.160 1.179 -4.174  0.428
H 0.608 -2.308 -3.969  0.299
H 2.096 -2.705 -3.128  0.219
H 2.045 -2.658 -4.911  0.427
H 3.364 0.614 -4.278  0.255
C 1.670 2.376 3.956  -0.174
C 0.189 2.315 4.269  0.004
O 0.134 1.292 5.267  -0.349
C 1.351 1.213 5.867  0.672
O 1.582 0.581 6.842  -0.514
O 2.261 1.955 5.188  -0.353
H 2.015 3.371 3.690  0.316
H 1.954 1.673 3.169  0.147
H -0.188 3.246 4.697  0.307
H -0.421 2.039 3.412  -0.050

Forces on atoms 1 to 3 (eV/Å):
C -0.6 -0.3 -0.2
C 0.0 0.6 0.0
C 0.5 -0.4 0.2

Computed properties:
LUMO energy, eV: 0.249
Orbital gap, eV: 10.4
Max |F|, eV Å⁻¹: 0.73